116
Properties=species:S:1:pos:R:3:forces:R:3:mulliken_charge:R:1 method="wB97M-V/def2-TZVPD" e_above_lowest_kcal_mol=0.0 total_charge=+1 orbital_gap_ha=0.2161 e_tot_ev=-193909.6047
Cd 1.342 -0.046 1.067 -0.54 0.11 -0.06 2.274
F 8.265 0.042 -1.702 -1.73 -0.16 0.03 -0.280
C 6.894 -0.050 -1.725 2.89 1.61 0.75 0.208
C 6.307 -0.649 -2.785 -0.58 -1.88 -0.12 0.284
F 7.057 -1.283 -3.688 -0.53 0.45 0.16 -0.269
C 4.919 -0.855 -2.690 0.38 -0.58 -1.54 0.205
F 4.352 -1.601 -3.674 0.37 0.52 1.09 -0.342
C 4.197 -0.298 -1.669 -1.15 0.22 -0.57 0.309
P 2.423 -0.557 -1.376 -0.82 -0.11 -1.31 0.199
C 2.172 -2.328 -1.678 1.99 0.03 0.47 0.771
C 0.940 -2.813 -2.007 -1.35 0.46 -0.16 -0.744
C 0.725 -4.179 -2.016 0.77 -0.67 0.22 -0.571
C 1.755 -5.121 -1.790 -0.62 1.45 -0.77 -0.773
C 3.040 -4.595 -1.603 0.65 -0.60 1.27 -0.825
C 3.245 -3.213 -1.441 -1.13 -0.55 -0.72 -0.746
C 1.671 0.306 -2.852 0.34 -0.80 0.57 1.368
C 1.374 1.638 -2.659 -0.49 1.38 -1.26 -0.474
C 0.724 2.359 -3.716 0.55 -1.33 0.96 -0.586
C 0.367 1.736 -4.883 0.58 -0.76 0.10 -0.624
C 0.840 0.420 -5.092 -0.51 -1.49 -0.93 -0.656
C 1.453 -0.356 -4.101 -0.09 2.00 0.64 -0.394
C 4.811 0.664 -0.893 0.58 0.45 1.73 0.128
Br 3.802 1.943 0.081 0.43 0.07 0.24 -0.118
C 6.175 0.705 -0.785 0.85 0.89 -0.79 0.199
F 6.863 1.626 -0.069 -0.81 -0.98 -0.30 -0.290
H 0.130 -2.092 -2.249 0.38 -0.70 0.29 0.577
H -0.263 -4.517 -2.187 -0.81 -0.40 -0.27 0.563
H 1.484 -6.180 -1.894 0.58 0.47 0.27 0.427
H 3.885 -5.289 -1.392 -0.64 0.63 -0.42 0.347
H 4.218 -2.793 -1.242 0.20 -0.33 0.19 0.554
H 1.608 2.188 -1.731 -0.24 -0.60 -0.61 -0.075
H 0.413 3.361 -3.614 -0.14 1.03 0.57 0.455
H -0.274 2.286 -5.581 0.52 -0.50 -0.04 0.405
H 0.653 -0.108 -6.060 0.09 0.72 0.84 0.324
H 1.815 -1.370 -4.247 -0.30 0.20 -0.16 0.504
I -1.997 -1.987 1.788 0.54 -0.01 -0.05 0.262
C -0.148 -2.763 2.362 2.10 -0.98 0.33 -0.371
C -0.106 -4.081 2.911 -1.42 0.40 0.57 -0.462
C 1.074 -4.679 3.319 0.76 0.09 -1.12 -0.441
C 2.280 -3.942 3.150 0.09 -0.96 0.86 -0.812
C 2.175 -2.633 2.795 -0.68 1.49 -1.01 -0.003
N 1.029 -2.082 2.252 -0.82 -0.28 0.99 0.434
H -1.089 -4.569 3.110 1.02 0.28 -0.36 0.390
H 1.076 -5.729 3.656 0.02 0.77 -0.07 0.420
H 3.303 -4.332 3.342 -1.09 0.13 0.24 0.431
H 2.993 -1.901 2.966 -0.42 -0.80 -0.65 0.084
C -5.349 -1.145 -6.885 0.54 1.09 -0.53 -1.109
Si -3.833 -1.232 -5.715 -0.90 0.31 0.90 0.424
C -2.775 0.391 -5.711 0.33 -0.35 -1.36 -0.575
C -2.842 -2.749 -6.233 1.14 0.71 -0.55 -0.970
C -4.614 -1.559 -3.941 1.27 0.38 -0.89 -0.877
Te -3.385 -0.804 -2.336 -0.27 0.08 -0.06 -0.056
C -4.357 1.124 -2.204 -0.78 -0.08 0.55 -0.573
Si -5.985 1.264 -1.099 0.55 0.11 -2.08 0.599
C -5.574 2.082 0.534 -1.76 0.86 -0.76 -1.063
C -7.202 2.355 -2.149 -0.01 -1.31 0.27 -1.224
C -6.772 -0.401 -0.810 -0.17 -0.60 -0.53 -0.980
H -5.056 -0.526 -7.780 -0.27 -0.71 0.62 0.320
H -6.286 -0.667 -6.505 0.81 -0.57 -0.03 0.312
H -5.523 -2.173 -7.220 -0.29 0.22 -0.03 0.293
H -1.907 0.244 -6.430 -0.97 0.11 0.67 0.209
H -2.311 0.623 -4.747 -0.32 -0.04 -0.07 -0.053
H -3.344 1.268 -6.110 0.33 -0.66 0.48 0.379
H -2.316 -2.614 -7.219 -0.76 -0.14 0.69 0.313
H -3.443 -3.646 -6.243 -0.28 -0.22 -0.18 0.337
H -2.019 -2.932 -5.539 -0.01 0.04 0.23 0.208
H -4.774 -2.614 -3.738 -0.21 -0.07 -0.10 0.568
H -5.542 -1.011 -3.914 -0.46 0.01 0.22 0.189
H -4.565 1.539 -3.229 0.64 -0.29 1.00 0.431
H -3.578 1.649 -1.626 -0.29 0.32 -0.76 0.117
H -4.529 2.096 0.769 0.40 -0.18 0.49 0.271
H -6.257 1.578 1.231 0.67 0.14 0.40 0.308
H -5.965 3.129 0.445 0.55 -0.69 0.22 0.311
H -7.181 3.338 -1.752 -0.03 1.13 0.38 0.393
H -8.237 1.984 -2.019 0.43 0.15 -0.18 0.324
H -6.979 2.448 -3.223 0.01 -0.33 0.39 0.301
H -6.006 -1.115 -0.422 -0.60 0.29 -0.58 0.267
H -7.267 -0.760 -1.779 0.78 0.20 1.43 0.218
H -7.534 -0.316 -0.025 -0.08 -0.02 -0.25 0.412
O -1.322 1.766 -1.482 1.75 -0.91 2.58 -0.318
N -0.524 1.546 -0.571 -1.55 -0.85 -1.03 0.108
O -0.563 0.275 -0.061 0.33 1.86 -0.71 -0.977
C 4.386 -0.533 6.845 0.92 -0.96 0.10 -0.633
C 4.820 -0.696 5.530 0.84 -0.18 -0.02 -0.658
C 4.127 -0.111 4.483 -0.72 0.19 -0.42 -0.718
C 2.890 0.514 4.764 -0.18 0.69 1.43 0.783
C 2.493 0.794 6.121 2.26 -2.23 -0.46 -0.555
C 3.288 0.199 7.149 -2.23 1.55 -0.62 -0.834
P 1.838 1.203 3.462 0.36 0.32 -0.60 0.410
C 2.306 2.985 3.556 0.90 -0.49 -0.29 0.748
C 1.704 3.828 2.632 -0.78 0.14 -0.83 -0.567
C 1.567 5.173 2.878 0.23 0.90 0.77 -0.534
C 2.185 5.701 4.045 -1.73 1.81 -0.32 -0.439
C 2.904 4.897 4.883 0.74 -0.84 -0.36 -0.624
C 3.096 3.541 4.580 -1.35 0.02 0.13 -0.779
C 0.184 1.199 4.240 -0.23 -0.39 -0.29 1.027
C -0.714 2.239 3.995 -0.32 -0.19 1.45 -0.531
C -1.753 2.406 4.924 0.48 -1.30 -0.27 -0.860
C -2.025 1.468 5.915 0.87 0.04 -0.70 -0.706
C -1.225 0.336 6.002 -0.84 0.03 -0.51 -0.570
C -0.168 0.172 5.146 0.80 0.36 -0.35 -0.839
H 4.899 -1.018 7.675 0.14 0.04 -0.37 0.395
H 5.728 -1.290 5.351 -0.43 0.45 -0.03 0.408
H 4.512 -0.110 3.432 -0.41 -0.29 1.03 0.515
H 1.592 1.296 6.408 -0.21 0.30 -0.22 0.623
H 2.941 0.299 8.178 0.25 0.06 -0.20 0.418
H 1.246 3.478 1.690 0.05 -0.31 0.71 0.289
H 0.870 5.733 2.232 0.87 0.05 0.40 0.397
H 2.009 6.770 4.405 0.18 -1.52 -0.91 0.280
H 3.286 5.308 5.798 0.44 0.07 0.13 0.437
H 3.701 2.928 5.230 -0.14 -0.11 0.08 0.540
H -0.638 2.953 3.185 0.38 0.00 0.15 0.508
H -2.366 3.245 4.841 -1.03 1.24 -0.24 0.526
H -2.865 1.553 6.565 -0.41 0.34 0.37 0.459
H -1.520 -0.449 6.664 0.08 -0.40 0.43 0.510
H 0.446 -0.724 5.232 0.00 0.26 -0.03 0.472